(1)
42
Properties=species:S:1:pos:R:3:forces:R:3 method="wB97M-V/def2-TZVPD" homo_ev=-8.17 lumo_ev=0.6 total_charge=0 smiles="O=C(c1cc2cc(Cl)ccc2[nH]1)N1CCN(c2ccccc2F)CC1" gap_ev=8.75
O 0.8600 1.9342 -2.0382 -0.1 -0.1 -0.3
C 0.5258 1.6202 -0.9118 0.0 0.1 0.1
C -0.8572 1.1575 -0.6006 -0.2 -0.4 -0.3
C -1.4296 -0.0560 -0.8597 0.4 0.3 0.0
C -2.7778 0.0167 -0.4128 -0.2 0.5 0.2
C -3.8367 -0.8915 -0.4040 -0.1 0.1 0.1
C -5.0388 -0.4646 0.1128 0.2 0.0 -0.1
Cl -6.3839 -1.5574 0.1433 -0.2 -0.2 0.0
C -5.2251 0.8259 0.6198 0.0 0.1 0.0
C -4.1889 1.7336 0.6209 0.0 0.0 0.0
C -2.9671 1.3222 0.1044 -0.3 -0.6 0.0
N -1.7794 1.9864 -0.0086 0.3 0.3 0.0
N 1.3686 1.6910 0.1467 0.2 0.1 0.1
C 1.0634 1.2022 1.4734 -0.1 -0.1 0.3
C 2.1957 0.2539 1.9393 -0.2 0.1 0.1
N 2.8772 -0.2999 0.7882 0.3 -0.2 0.2
C 2.1959 -1.2457 0.0180 0.0 -0.3 0.0
C 2.0549 -1.1613 -1.3704 0.0 0.0 0.1
C 1.4179 -2.1496 -2.0978 0.0 -0.1 -0.1
C 0.8869 -3.2623 -1.4707 0.0 0.0 0.0
C 1.0163 -3.3822 -0.0982 0.0 0.1 0.1
C 1.6674 -2.3981 0.6141 -0.1 -0.1 0.0
F 1.7938 -2.5899 1.9547 0.1 0.1 -0.2
C 3.6306 0.7475 0.1320 0.1 0.0 0.0
C 2.7624 2.0165 -0.0728 0.1 0.2 -0.2
H -0.9450 -0.9007 -1.3060 0.2 -0.2 -0.1
H -3.7160 -1.8903 -0.7911 0.0 -0.1 0.0
H -6.1917 1.1021 1.0097 -0.1 0.0 0.0
H -4.3265 2.7313 1.0091 -0.1 0.1 0.1
H -1.6265 2.9562 0.2105 0.0 -0.1 0.0
H 0.1146 0.6643 1.4391 0.1 0.1 0.0
H 0.9650 2.0454 2.1691 -0.1 -0.1 0.0
H 2.9400 0.8027 2.5224 0.0 0.0 0.0
H 1.7869 -0.5295 2.5718 0.1 0.1 0.0
H 2.4181 -0.2975 -1.9020 0.0 0.1 0.0
H 1.3245 -2.0331 -3.1668 0.0 0.0 -0.1
H 0.3816 -4.0283 -2.0373 0.0 -0.1 -0.1
H 0.6310 -4.2378 0.4339 0.0 -0.1 0.1
H 4.4812 0.9872 0.7798 0.0 0.0 -0.1
H 4.0286 0.3753 -0.8098 0.0 0.0 0.0
H 2.8513 2.4024 -1.0889 0.0 0.0 0.2
H 3.0506 2.8007 0.6343 0.0 0.0 -0.1

---

(2)
14
Properties=species:S:1:pos:R:3:forces:R:3 method="wB97M-V/def2-TZVPD" homo_ev=-2.02 lumo_ev=2.7 total_charge=-1 gap_ev=4.69
C 1.5490 2.5349 -1.7524 -0.1 0.3 0.4
S 2.1833 2.8901 -3.4148 0.1 0.0 -0.1
H 0.8207 1.7177 -1.7624 0.1 -0.1 0.1
H 1.0366 3.3963 -1.3059 -0.1 0.1 -0.2
H 2.3420 2.3096 -1.0296 0.0 -0.3 -0.1
C -1.1112 -0.1162 0.5441 0.1 -0.4 0.6
S -1.5150 -1.1630 1.9714 -0.1 -0.2 0.1
C -0.6759 -2.7193 1.5463 -0.1 0.3 -0.4
H -0.2821 0.5274 0.8215 0.1 0.0 -0.4
H -0.8787 -0.7734 -0.2871 0.1 0.3 -0.2
H -1.9886 0.4720 0.3309 -0.2 0.2 -0.2
H -1.3960 -3.4597 1.1946 0.1 0.0 0.2
H -0.1189 -3.0675 2.4035 0.0 -0.2 0.2
H 0.0346 -2.5490 0.7397 0.1 0.1 0.0

---

(3)
79
Properties=species:S:1:pos:R:3:forces:R:3 method="wB97M-V/def2-TZVPD" homo_ev=-8.81 lumo_ev=0.3 total_charge=0 smiles="C#C[C@H](O[C@H]([PH2]=O)[C@@](CCCCCCOC(C)=O)(COC)OC)[PH2]=O.Fc1ccccc1.Fc1ccccc1" gap_ev=9.15
C 0.6355 -2.5415 0.4344 -0.1 0.9 -0.4
C 0.2084 -1.4827 0.0570 0.5 -0.4 0.1
C -0.1856 -0.1918 -0.5019 -1.1 -0.4 0.0
O -0.4065 0.8138 0.4675 0.2 0.4 -0.7
C 0.6284 1.7887 0.5488 0.3 -0.1 1.8
P 1.9617 1.2351 1.7505 1.0 0.4 -0.6
O 3.2422 1.9050 1.4049 0.2 0.2 0.1
C 0.0755 3.1845 1.0065 -0.4 -0.8 -0.6
C 0.1292 4.1120 -0.2357 -1.1 -0.6 0.3
C -0.9100 5.2520 -0.3291 1.4 1.3 -0.7
C -0.1799 6.5486 -0.8398 -0.7 0.3 1.1
C -0.2548 7.6891 0.2107 0.3 0.3 -0.7
C 0.9707 8.6133 0.1895 -0.2 0.2 1.0
C 2.1415 8.0771 0.9976 0.5 0.9 -0.8
O 2.7692 7.0322 0.2334 -0.2 -0.8 0.9
C 4.0059 6.6764 0.7259 0.4 -0.5 0.0
C 4.1687 5.2775 1.2819 0.1 0.2 -0.6
O 4.9228 7.4373 0.6823 0.2 0.6 0.0
C -1.3336 2.9783 1.5925 0.0 0.2 0.8
O -1.2028 2.1990 2.7788 0.0 -0.2 -0.3
C -1.7046 2.8588 3.9165 -0.1 -0.2 0.3
O 0.9446 3.5769 2.0512 -0.4 0.5 -0.2
C 0.8239 4.9302 2.4321 0.7 0.2 0.3
P -1.8109 -0.4336 -1.3850 0.1 -0.7 -0.2
O -1.8372 -1.6399 -2.2307 0.1 -0.1 -0.4
H 1.1783 -3.4055 0.7079 -0.1 -0.4 0.2
H 0.5296 0.0866 -1.2817 0.1 0.2 0.1
H 1.1724 1.9288 -0.3883 0.0 -0.3 -0.1
H 1.5384 1.4013 3.0821 -0.3 -0.3 -0.2
H 2.1235 -0.1587 1.5528 -0.7 0.1 0.2
H 1.1610 4.4544 -0.3273 -0.1 0.2 0.1
H -0.0505 3.4640 -1.0978 0.1 0.0 0.0
H -1.3621 5.5297 0.6188 -0.1 -0.3 0.1
H -1.7053 5.0586 -1.0471 -0.1 -0.5 0.2
H -0.6670 6.9302 -1.7368 0.2 -0.1 -0.2
H 0.8749 6.3664 -1.0289 -0.1 -0.2 -0.3
H -0.3617 7.3144 1.2310 0.0 -0.1 0.0
H -1.1326 8.3076 0.0085 -0.1 -0.1 0.1
H 0.6856 9.5495 0.6824 0.0 0.0 -0.1
H 1.3166 8.8859 -0.8080 -0.1 -0.2 -0.1
H 2.8861 8.8656 1.1398 0.0 0.0 0.0
H 1.8460 7.7545 2.0028 -0.1 -0.3 -0.2
H 3.8013 4.5174 0.5923 -0.3 0.0 0.2
H 3.6842 5.1760 2.2512 -0.1 -0.1 -0.1
H 5.2361 5.1144 1.3921 0.0 0.0 0.2
H -2.0313 2.5163 0.8922 0.2 -0.1 -0.1
H -1.8000 3.9161 1.9004 0.2 0.2 -0.3
H -1.3930 2.3323 4.8183 0.1 -0.3 -0.2
H -1.3086 3.8738 4.0140 -0.1 0.1 -0.1
H -2.8000 2.8618 3.9048 0.0 0.2 0.0
H 1.2623 5.0197 3.4276 0.0 -0.1 0.0
H -0.2040 5.2905 2.4867 -0.1 -0.1 -0.1
H 1.4168 5.5645 1.7679 -0.3 0.0 -0.1
H -2.0009 0.7622 -2.1244 0.0 0.1 0.5
H -2.7930 -0.5204 -0.3732 0.2 0.6 0.1
F -3.2725 -6.8361 0.4907 0.0 0.0 0.0
C -2.7972 -6.5005 -0.7282 0.1 0.1 -0.3
C -2.5241 -5.1748 -1.0025 0.0 0.1 0.2
C -2.0317 -4.8308 -2.2532 0.1 -0.1 -0.2
C -1.8292 -5.8166 -3.2124 0.0 0.0 0.1
C -2.1131 -7.1451 -2.9211 0.0 0.4 0.0
C -2.5969 -7.4925 -1.6674 -0.1 -0.2 0.1
H -2.6961 -4.4224 -0.2433 0.0 0.0 0.0
H -1.8080 -3.7945 -2.4744 -0.1 -0.1 0.1
H -1.4487 -5.5469 -4.1891 0.0 0.0 0.0
H -1.9598 -7.9064 -3.6676 0.0 0.0 0.0
H -2.8176 -8.5222 -1.4175 0.0 0.0 0.0
F -1.5353 -9.9972 -3.2356 0.0 -0.2 0.0
C -0.8064 -10.8917 -2.5371 0.2 -0.2 0.2
C -0.2277 -10.5007 -1.3462 0.0 0.3 0.1
C 0.5178 -11.4229 -0.6264 0.0 -0.1 -0.1
C 0.6821 -12.7144 -1.1091 0.0 0.0 0.1
C 0.0961 -13.0872 -2.3111 0.0 0.1 0.1
C -0.6589 -12.1722 -3.0305 -0.1 -0.1 -0.2
H -0.3615 -9.4867 -0.9917 0.0 0.0 0.0
H 0.9713 -11.1330 0.3120 0.0 0.0 0.0
H 1.2675 -13.4304 -0.5473 0.0 0.0 0.0
H 0.2269 -14.0921 -2.6898 0.0 0.0 0.0
H -1.1306 -12.4455 -3.9652 0.0 0.0 0.0

---

(4)
42
Properties=species:S:1:pos:R:3:forces:R:3 method="wB97M-V/def2-TZVPD" homo_ev="-8.91 / -9.22" lumo_ev="-0.6 / -0.9" total_charge=0 gap_ev="8.32 / 8.30" multiplicity=9
Fe -2.8412 -1.1651 2.2391 1.5 0.8 0.3
Fe -0.2086 -0.3455 3.8833 -0.3 -0.7 -1.5
C -2.0760 -2.0769 4.4388 3.4 3.6 -6.0
O -2.7090 -2.7609 3.5784 -1.5 -2.8 1.0
O -0.8250 -2.1109 4.6778 1.7 -3.5 2.8
O -2.2858 -0.7993 4.2017 -3.3 3.8 0.9
C -1.0261 0.5376 1.4956 -5.0 -3.7 6.4
O -0.4292 1.1497 2.4459 1.6 3.7 -1.2
O -2.2710 0.6079 1.1610 -0.8 3.7 -2.4
O -0.8985 -0.7343 1.7650 3.1 -5.1 -0.8
C 3.1693 0.1976 1.7877 -0.3 -0.4 0.4
C 2.9613 -0.7511 2.9341 -0.1 0.3 -0.8
O 1.8400 -0.9246 3.3730 -0.2 -0.1 1.1
C 4.1833 -1.4423 3.4566 0.3 -0.4 0.1
H 2.2026 0.4219 1.3423 0.0 0.1 0.0
H 3.8154 -0.3252 1.0858 0.2 0.5 -0.2
H 3.6067 1.1033 2.2127 0.2 0.1 -0.3
H 4.9473 -1.5873 2.6933 -0.2 0.1 -0.2
H 3.9547 -2.4213 3.8741 -0.2 0.2 0.2
H 4.6733 -0.8182 4.2082 -0.2 0.0 0.2
O -1.5242 0.6247 -2.1444 0.1 -0.6 -0.3
C -1.7283 1.7853 -2.3596 0.5 0.8 0.3
O -2.1229 2.2914 -3.5396 0.3 0.9 0.6
C -2.1209 1.5130 -4.7239 -0.5 0.1 -0.5
C -2.9548 2.2744 -5.7338 -0.8 0.4 -0.1
C -1.5495 2.8578 -1.2925 0.2 0.1 -0.2
H -2.5933 0.5570 -4.4944 0.4 -0.2 -0.2
H -1.1127 1.4070 -5.1289 0.1 -0.3 0.4
H -2.8831 1.8333 -6.7281 -0.1 -0.2 0.1
H -2.7426 3.3391 -5.8501 0.7 -0.1 0.2
H -3.9991 2.3101 -5.4132 -0.1 -0.4 -0.1
H -0.9743 3.7405 -1.5765 -0.1 -0.1 -0.7
H -0.9770 2.4364 -0.4709 -0.5 -0.2 0.2
H -2.5276 3.2294 -0.9902 0.0 -0.2 0.3
Br 1.8277 -1.7505 -2.9166 0.1 0.3 0.2
C 1.1262 -1.2898 -1.1441 -0.2 -0.5 0.0
C 1.0890 -2.5435 -0.3004 -0.3 -0.4 -0.2
Br 2.8683 -3.0076 0.3036 0.3 -0.3 0.1
H 0.1242 -0.9152 -1.3405 0.0 0.2 0.2
H 1.7869 -0.5512 -0.7021 -0.1 0.2 -0.2
H 0.7348 -3.3786 -0.9015 0.1 0.0 0.0
H 0.4696 -2.5183 0.5935 0.0 0.6 0.0

---

| no. | DFT total energy (Eh) |
| --- | --- |
| 1 | -1533.81542 |
| 2 | -916.07380 |
| 3 | -2499.89311 |
| 4 | -8782.51130 |